(1)
C64H46F3N4OPtSSb | the ωB97M-V functional and the def2-TZVPD basis

```
121
C64H46F3N4OPtSSb (the ωB97M-V functional and the def2-TZVPD basis)
Pt 0.5666 0.4244 -0.2968
C -1.8483 -1.3754 -7.3010
C -0.9604 -0.3556 -6.9906
C -0.6064 -0.1197 -5.6705
C -1.1406 -0.9031 -4.6486
C -2.0271 -1.9278 -4.9679
C -2.3798 -2.1629 -6.2884
C -0.7499 -0.5925 -3.2491
C -0.0140 -1.5219 -2.5062
C 0.1963 -2.9251 -2.8781
C 0.7602 -3.5364 -1.8260
C 1.0177 -2.5159 -0.8171
C 1.7312 -2.7068 0.3677
C 2.0768 -4.0894 0.7966
C 2.9165 -4.8988 0.0370
C 3.2293 -6.1773 0.4741
C 2.7082 -6.6526 1.6698
C 1.8817 -5.8439 2.4368
C 1.5701 -4.5634 2.0049
C 2.2310 -1.6610 1.1539
N 1.9994 -0.3164 0.9169
C 2.8001 0.3977 1.7098
C 2.8709 1.8592 1.5917
C 4.1006 2.5289 1.3625
C 5.3453 1.8430 1.3797
C 6.5264 2.4995 1.1155
C 6.5288 3.8600 0.8134
C 5.3211 4.5533 0.7621
C 4.1333 3.9097 1.0256
C 1.5943 2.5743 1.5037
C 1.1968 3.7848 2.1664
C -0.0206 4.1276 1.6661
C -0.3864 3.1266 0.7017
N 0.6306 2.1754 0.6826
C -1.4211 3.1888 -0.2182
C -1.5702 2.2981 -1.3071
C -2.5098 2.4331 -2.3922
C -2.2624 1.4327 -3.2667
C -1.1965 0.6193 -2.7058
N -0.8077 1.1811 -1.5304
C -2.3924 4.3031 -0.0848
C -2.5118 5.2781 -1.0733
C -3.4196 6.3137 -0.9177
C -4.2190 6.3769 0.2162
C -4.1000 5.4101 1.2040
C -3.1823 4.3808 1.0591
C 3.5425 -0.4875 2.5613
C 3.1994 -1.7591 2.2075
N 0.5169 -1.3205 -1.2814
H -2.1237 -1.5604 -8.3304
H -0.5375 0.2542 -7.7775
H 0.1058 0.6591 -5.4242
H -2.4512 -2.5401 -4.1817
H -3.0724 -2.9590 -6.5267
H -0.0863 -3.3580 -3.8229
H 1.0217 -4.5765 -1.7285
H 3.3358 -4.5248 -0.8898
H 3.8860 -6.8009 -0.1173
H 2.9536 -7.6504 2.0072
H 1.4835 -6.2083 3.3745
H 0.9376 -3.9226 2.6099
H 5.3789 0.7854 1.5958
H 7.4592 1.9525 1.1471
H 7.4604 4.3729 0.6179
H 5.3132 5.6058 0.5126
H 3.2117 4.4702 0.9575
H 1.7835 4.3135 2.8993
H -0.6013 5.0060 1.8942
H -3.2605 3.2011 -2.4688
H -2.7657 1.2215 -4.1954
H -1.8814 5.2384 -1.9537
H -3.5008 7.0751 -1.6816
H -4.9314 7.1826 0.3304
H -4.7219 5.4568 2.0883
H -3.0841 3.6216 1.8254
H 4.2421 -0.1793 3.3204
H 3.5871 -2.6839 2.6024
C 4.4634 0.1360 -1.8290
S 2.9859 1.1079 -2.1340
C 3.7764 2.5451 -2.8557
O 2.2362 0.4267 -3.2262
H 4.8606 -0.1627 -2.7993
H 4.1749 -0.7452 -1.2559
H 5.1895 0.7242 -1.2689
H 4.4311 3.0122 -2.1196
H 2.9854 3.2349 -3.1430
H 4.3329 2.2275 -3.7373
F -3.5257 -5.7466 -1.4571
C -3.0767 -4.6584 -0.8292
C -3.2867 -3.4210 -1.4125
C -2.8050 -2.2941 -0.7669
C -2.1572 -2.4066 0.4621
C -1.9636 -3.6668 1.0232
C -2.4180 -4.8057 0.3761
Sb -1.4368 -0.6926 1.4586
C -1.0974 -1.4104 3.4100
C 0.1456 -1.2678 4.0183
C 0.3640 -1.7678 5.2929
C -0.6813 -2.4052 5.9359
F -0.4790 -2.8927 7.1589
C -1.9319 -2.5549 5.3587
C -2.1369 -2.0513 4.0855
C -3.1493 0.5120 1.7496
C -3.9977 0.8364 0.6916
C -5.1387 1.5905 0.9100
C -5.4147 2.0105 2.1989
F -6.5116 2.7387 2.4150
C -4.5888 1.7159 3.2683
C -3.4431 0.9706 3.0330
H -3.8253 -3.3584 -2.3475
H -2.9452 -1.3282 -1.2376
H -1.4632 -3.7736 1.9775
H -2.2806 -5.7929 0.7956
H 0.9574 -0.7636 3.5078
H 1.3188 -1.6690 5.7907
H -2.7181 -3.0566 5.9059
H -3.1128 -2.1628 3.6262
H -3.7888 0.4993 -0.3157
H -5.8140 1.8497 0.1060
H -4.8472 2.0658 4.2585
H -2.7945 0.7312 3.8675
```

Output
Strongest force on any atom   0.4 eV/A
<S²>   6.09
Energy relative to the best compared isomer or geometry (same formula, charge and spin)   0.0 kcal per mole
2S+1   5
Total charge   +2



(2)
C64H54Cl2CuF6N11O24S2 | the ωB97M-V functional and the def2-TZVPD basis

```
164
C64H54Cl2CuF6N11O24S2 (the ωB97M-V functional and the def2-TZVPD basis)
Cu -4.9059 -2.0030 3.0500
C -1.1410 -1.2104 -1.2048
F 0.0310 -0.9690 -1.8430
F -1.8222 -0.0350 -1.2092
F -1.8225 -2.1958 -1.8412
S -0.7427 -1.8777 0.6713
O -1.3275 -3.2139 0.8098
O 0.7446 -1.8376 0.7604
N -1.6962 -0.8187 1.6271
S -0.8200 0.4081 1.7119
O 0.1321 0.6877 0.6510
O -1.6914 1.5537 1.9535
C 0.2764 0.0520 3.2865
F 1.4948 0.3298 2.8549
F -0.0451 0.8636 4.2884
F 0.1719 -1.1938 3.6027
Cl 4.4640 0.0095 -3.4488
C 4.7408 1.6202 -4.0155
C 3.9787 2.6963 -3.1010
Cl 4.5963 4.3882 -3.4389
H 4.4442 1.6440 -5.0641
H 5.7858 1.8426 -3.7999
H 4.0621 2.5338 -2.0264
H 2.9269 2.7496 -3.3819
C -1.7424 3.9976 -6.3218
C -2.9994 4.3153 -5.7995
C -3.3414 5.6470 -5.7389
C -2.4393 6.6618 -6.0768
C -1.2236 6.2891 -6.6859
C -0.8183 4.9441 -6.7584
N -2.8557 8.0322 -6.0425
O -2.4128 8.7631 -6.9267
O -3.6493 8.3750 -5.2457
H -1.4071 2.9771 -6.4338
H -3.7280 3.5642 -5.5325
H -4.3155 6.0000 -5.4344
H -0.5617 7.0592 -7.0536
H 0.1589 4.7369 -7.1690
C -3.5553 5.8568 8.6804
C -4.2564 5.5849 7.5177
C -4.3884 4.2263 7.2287
C -3.7204 3.2335 7.9138
C -2.9772 3.5704 9.0209
C -2.8413 4.9107 9.4297
N -3.7149 1.8798 7.3299
O -4.3196 1.6688 6.2979
O -3.2312 0.9266 7.9969
H -3.6599 6.8681 9.0446
H -4.7769 6.4218 7.0759
H -4.7685 4.0416 6.2348
H -2.5325 2.7401 9.5492
H -2.1987 5.2150 10.2427
C -0.0084 7.6207 2.9943
C 0.4478 7.2797 1.7294
C 0.1857 8.1349 0.6645
C -0.6014 9.2767 0.7954
C -1.1626 9.5563 2.0863
C -0.8266 8.7426 3.1291
N -0.8628 10.1188 -0.3992
O -0.2173 9.8902 -1.4229
O -1.6184 11.0686 -0.2768
H 0.1542 6.9375 3.8147
H 0.8085 6.2751 1.5649
H 0.6849 7.9079 -0.2659
H -1.8264 10.3993 2.2090
H -1.2069 9.0329 4.0973
C 6.0416 7.1965 4.1716
C 5.5737 6.0528 4.7659
C 5.8838 4.8176 4.1588
C 6.7557 4.7551 3.0212
C 7.2969 5.9397 2.5062
C 6.8766 7.1572 3.0431
N 7.0801 3.3592 2.5663
O 6.6076 2.4715 3.1958
O 7.7501 3.2204 1.6016
H 5.9483 8.1506 4.6689
H 5.0139 6.1599 5.6833
H 5.4534 3.9607 4.6557
H 8.0285 5.8782 1.7141
H 7.2424 8.0884 2.6363
C -7.8307 6.8578 0.2425
C -6.5958 6.2587 -0.0195
C -6.5122 4.8550 0.0856
C -7.6650 4.1109 0.2699
C -8.9019 4.7698 0.5022
C -8.9376 6.1244 0.5408
N -7.6763 2.6704 0.1529
O -8.3825 2.1599 -0.6614
O -6.9906 1.9803 0.8909
H -7.7953 7.9372 0.2356
H -5.7791 6.9158 -0.2797
H -5.5332 4.4165 -0.0396
H -9.8360 4.2314 0.5642
H -9.8766 6.6578 0.5270
C -4.9713 -9.3281 -2.6863
C -5.4325 -8.4161 -3.6527
C -5.8613 -7.1543 -3.3370
C -5.6930 -6.7165 -1.9999
C -5.1357 -7.5981 -1.0874
C -4.7993 -8.8776 -1.3734
N -6.0343 -5.2972 -1.6593
O -6.5277 -4.6016 -2.5069
O -5.6463 -4.8687 -0.5726
H -4.6840 -10.3201 -3.0023
H -5.4700 -8.7105 -4.6911
H -6.2928 -6.5204 -4.0976
H -4.9807 -7.1807 -0.1035
H -4.3612 -9.5053 -0.6116
C -0.1463 -7.3504 10.1018
C -0.9363 -6.1965 10.0516
C -1.3871 -5.8589 8.7730
C -1.1278 -6.5757 7.6400
C -0.2273 -7.7123 7.6827
C 0.3076 -8.0194 8.9485
N -1.7360 -6.1903 6.3744
O -2.2574 -5.0576 6.3110
O -1.8354 -7.0119 5.4834
H 0.4205 -7.5442 11.0005
H -1.2023 -5.7162 10.9816
H -2.0781 -5.0303 8.7237
H 0.2778 -8.2410 6.8880
H 1.0859 -8.7659 9.0068
C 3.0450 -7.2621 -2.8222
C 1.8492 -7.9575 -2.9327
C 1.5038 -8.5276 -4.1569
C 2.3554 -8.3726 -5.2379
C 3.5268 -7.6364 -5.1864
C 3.8237 -7.0083 -4.0117
N 1.9944 -8.9985 -6.5325
O 0.8024 -9.1132 -6.8656
O 2.9511 -9.3401 -7.2412
H 3.3128 -6.7401 -1.9155
H 1.1223 -7.9543 -2.1339
H 0.6047 -9.1252 -4.1870
H 4.0418 -7.3734 -6.0985
H 4.7116 -6.3937 -4.0271
C 0.5932 -2.0879 -8.4116
C 0.4694 -1.3126 -9.5556
C 1.6119 -0.9666 -10.3231
C 2.8661 -1.4573 -9.9774
C 2.9362 -2.3149 -8.8799
C 1.8510 -2.6380 -8.0919
N 4.0785 -1.1330 -10.7828
O 5.1666 -1.4471 -10.3299
O 3.9792 -0.5907 -11.8606
H -0.3058 -2.2359 -7.8316
H -0.4833 -0.9070 -9.8628
H 1.4923 -0.2615 -11.1324
H 3.8734 -2.7685 -8.5931
H 1.9814 -3.1553 -7.1529
C 8.9829 -5.1828 0.3846
C 8.9082 -6.4013 0.9764
C 7.7870 -6.7298 1.7462
C 6.7254 -5.8199 1.9162
C 6.7927 -4.5359 1.3072
C 7.8842 -4.2629 0.5213
N 5.6072 -6.1621 2.7847
O 4.8795 -5.2503 3.2640
O 5.4255 -7.3538 2.9983
H 9.8320 -4.9360 -0.2355
H 9.5983 -7.2024 0.7567
H 7.7429 -7.6700 2.2758
H 6.1020 -3.7090 1.3813
H 7.9611 -3.2650 0.1155
```

Output
Strongest force on any atom   4.3 eV/A
DFT total energy   -8834.1032 hartree
<S²>   0.76
2S+1   2
Total charge   +1



(3)
C64H84B3BrNO4P | the ωB97M-V functional and the def2-TZVPD basis

```
158
C64H84B3BrNO4P (the ωB97M-V functional and the def2-TZVPD basis)
C 2.5770 4.0898 5.2036
C 2.8472 4.8032 3.8735
C 1.6352 4.7075 2.9516
C 1.8995 4.9094 1.4472
C 3.2024 4.3260 0.9175
C 3.3172 2.8049 1.0647
C 4.7893 2.3348 1.1260
C 5.1335 1.6777 2.4641
C 4.6596 0.2107 2.5369
C 3.3826 -0.0422 3.3688
C 2.1073 -0.0639 2.5052
C 0.9373 0.6960 3.1175
C -0.2552 0.7743 2.1392
B -1.6555 0.6448 2.8049
O -2.7461 0.2029 2.0513
B -3.9847 0.7180 2.3763
C -5.1202 0.7669 1.2848
C -5.9940 2.0038 1.3527
C -6.8898 2.0650 2.5971
Br -7.1250 2.0425 -0.2726
O -4.1987 1.2073 3.6598
B -3.0602 1.6882 4.2787
P -2.9950 3.2827 5.3632
N -1.7104 4.0852 4.5516
O -4.3903 4.0673 4.9276
O -1.8783 0.9883 4.1289
H 1.6464 4.4361 5.6513
H 3.3970 4.2174 5.9059
H 2.4544 3.0196 5.0252
H 3.0621 5.8472 4.1012
H 3.7310 4.3464 3.4338
H 0.9437 5.4974 3.2564
H 1.0943 3.7761 3.1191
H 1.8285 5.9693 1.2022
H 1.0757 4.4322 0.9045
H 3.2916 4.5969 -0.1357
H 4.0395 4.8124 1.4216
H 2.8012 2.4861 1.9688
H 2.8324 2.3596 0.1958
H 4.9991 1.6073 0.3434
H 5.4296 3.1998 0.9522
H 4.7075 2.2501 3.2908
H 6.2159 1.6874 2.5989
H 4.4696 -0.1504 1.5261
H 5.4583 -0.4006 2.9538
H 3.3015 0.7182 4.1465
H 3.4936 -1.0064 3.8620
H 2.3202 0.3892 1.5374
H 1.7914 -1.0971 2.3572
H 1.2680 1.7130 3.3362
H 0.6339 0.2693 4.0727
H -0.1962 1.7046 1.5692
H -0.1642 -0.0345 1.4091
H -5.7422 -0.1267 1.3760
H -4.6217 0.7011 0.3182
H -5.4011 2.9103 1.2733
H -6.5699 2.8508 3.2768
H -7.9177 2.2799 2.3252
H -6.8830 1.1161 3.1256
H -2.0249 4.6176 3.7484
H -1.2307 4.7181 5.1755
H -4.5040 4.0767 3.9762
C 0.9297 3.2550 -2.6410
C 1.0726 2.9793 -3.9934
C 0.6746 1.7480 -4.4962
C 0.1357 0.7901 -3.6477
C -0.0024 1.0629 -2.2942
C 0.3931 2.2958 -1.7940
H 1.2386 4.2161 -2.2484
H 1.4967 3.7243 -4.6543
H 0.7846 1.5347 -5.5523
H -0.1759 -0.1700 -4.0403
H -0.4167 0.3145 -1.6299
H 0.2883 2.5083 -0.7365
C 0.2638 -0.8367 -7.6902
C 0.0947 -1.3159 -8.9817
C 1.0638 -2.1292 -9.5518
C 2.2026 -2.4622 -8.8314
C 2.3738 -1.9797 -7.5418
C 1.4042 -1.1670 -6.9716
H -0.4950 -0.2062 -7.2433
H -0.7929 -1.0558 -9.5437
H 0.9313 -2.5044 -10.5582
H 2.9571 -3.0982 -9.2759
H 3.2631 -2.2360 -6.9807
H 1.5371 -0.7924 -5.9643
C 0.7868 7.1288 -5.4679
C 1.4550 8.3312 -5.2824
C 1.5593 8.8785 -4.0114
C 0.9936 8.2248 -2.9255
C 0.3215 7.0250 -3.1118
C 0.2189 6.4763 -4.3827
H 0.7093 6.6996 -6.4586
H 1.8949 8.8420 -6.1290
H 2.0816 9.8153 -3.8669
H 1.0760 8.6514 -1.9341
H -0.1240 6.5162 -2.2660
H -0.3042 5.5399 -4.5265
C 1.4810 -1.8406 -0.8115
C 0.3106 -2.4645 -0.4016
C 0.1637 -3.8356 -0.5591
C 1.1859 -4.5823 -1.1282
C 2.3537 -3.9571 -1.5427
C 2.5017 -2.5863 -1.3840
H 1.5981 -0.7711 -0.6850
H -0.4893 -1.8827 0.0405
H -0.7484 -4.3225 -0.2379
H 1.0734 -5.6526 -1.2498
H 3.1488 -4.5396 -1.9900
H 3.4127 -2.0984 -1.7063
C 1.8850 -10.1338 -2.8332
C 1.4554 -9.1372 -3.6982
C 0.4436 -8.2694 -3.3102
C -0.1404 -8.4017 -2.0582
C 0.2859 -9.4018 -1.1950
C 1.3002 -10.2663 -1.5812
H 2.6760 -10.8080 -3.1348
H 1.9089 -9.0366 -4.6756
H 0.1096 -7.4906 -3.9837
H -0.9311 -7.7265 -1.7558
H -0.1755 -9.5089 -0.2216
H 1.6331 -11.0459 -0.9081
C -10.9773 -0.4679 1.9630
C -12.0052 -0.8950 2.7919
C -12.7239 0.0282 3.5385
C -12.4135 1.3784 3.4577
C -11.3828 1.8049 2.6319
C -10.6652 0.8821 1.8837
H -10.4190 -1.1869 1.3775
H -12.2466 -1.9481 2.8563
H -13.5266 -0.3047 4.1837
H -12.9751 2.0985 4.0387
H -11.1381 2.8577 2.5712
H -9.8622 1.2148 1.2386
C 8.7184 5.3007 3.2594
C 9.9368 5.2917 3.9239
C 10.1418 4.4227 4.9865
C 9.1277 3.5635 5.3859
C 7.9079 3.5761 4.7245
C 7.7034 4.4439 3.6611
H 8.5599 5.9754 2.4280
H 10.7274 5.9623 3.6132
H 11.0927 4.4146 5.5032
H 9.2881 2.8839 6.2129
H 7.1149 2.9083 5.0369
H 6.7513 4.4512 3.1442
C -3.6327 -11.4820 -2.8015
C -2.4216 -11.5616 -2.1279
C -2.2115 -12.5700 -1.1984
C -3.2118 -13.4966 -0.9390
C -4.4241 -13.4137 -1.6094
C -4.6345 -12.4068 -2.5414
H -3.7953 -10.6979 -3.5299
H -1.6416 -10.8410 -2.3293
H -1.2650 -12.6333 -0.6759
H -3.0466 -14.2841 -0.2150
H -5.2056 -14.1343 -1.4057
H -5.5796 -12.3432 -3.0650
```

Output
Strongest force on any atom   1.0 eV/A
DFT total energy   -5835.0452 hartree
SMILES   CCCCCCCCCCCCCB1OB(C[C@H](C)Br)OB(P(N)O)O1.c1ccccc1.c1ccccc1.c1ccccc1.c1ccccc1.c1ccccc1.c1ccccc1.c1ccccc1.c1ccccc1